Molecular formula: C34H36BCdN7O2Sb
Method: DFT, ωB97M-V/def2-TZVPD

The orbital gap is 8.03 eV. For the HOMO energy, the calculation gives -10.2 eV. The total charge is +1. The calculation puts the energy relative to the best compared isomer or geometry (same formula, charge and spin) at 0.0 kcal/mol.

Structure (XYZ):
```
82
C34H36BCdN7O2Sb ωB97M-V/def2-TZVPD
Cd 1.359 0.395 -0.392
C -0.760 1.110 -2.841
C 0.074 2.352 -2.741
C -0.142 3.409 -3.623
C 0.606 4.561 -3.508
C 1.556 4.640 -2.500
C 1.727 3.555 -1.651
N 1.005 2.426 -1.779
Sb 3.197 3.770 -0.099
C 4.232 1.901 -0.404
C 5.575 2.047 -0.724
C 6.385 0.923 -0.802
C 5.841 -0.302 -0.475
C 4.493 -0.388 -0.144
C 3.881 -1.693 0.270
N 3.695 0.689 -0.173
C 2.008 3.199 1.582
C 1.552 4.226 2.394
C 0.841 3.897 3.540
C 0.645 2.568 3.838
C 1.135 1.589 2.975
C 0.933 0.139 3.296
N 1.797 1.908 1.857
H -1.279 1.073 -3.797
H -1.508 1.095 -2.046
H -0.154 0.211 -2.738
H -0.897 3.312 -4.390
H 0.450 5.388 -4.188
H 2.153 5.533 -2.370
H 5.984 3.034 -0.897
H 7.427 1.008 -1.084
H 6.447 -1.197 -0.464
H 4.644 -2.459 0.392
H 3.145 -2.042 -0.457
H 3.363 -1.570 1.223
H 1.759 5.260 2.150
H 0.466 4.670 4.198
H 0.116 2.272 4.735
H 1.127 -0.052 4.352
H 1.591 -0.488 2.699
H -0.098 -0.160 3.095
N 1.326 -3.552 -3.229
C 0.604 -4.251 -2.288
C 0.493 -3.421 -1.215
N 1.131 -2.233 -1.476
C 1.614 -2.343 -2.686
C 2.330 -1.240 -3.306
N 2.414 -0.060 -2.738
C 3.130 0.726 -3.609
C 3.479 0.007 -4.708
N 2.962 -1.252 -4.503
H 1.545 -3.882 -4.153
H 0.237 -5.243 -2.475
H -0.023 -3.586 -0.286
H 3.347 1.758 -3.389
H 4.034 0.262 -5.593
H 3.057 -2.029 -5.135
C -5.986 -2.363 3.968
C -5.743 -2.452 2.456
C -5.444 -3.908 2.100
C -7.014 -2.027 1.709
C -4.593 -1.518 2.070
C -4.707 -0.148 2.344
C -3.716 0.772 2.018
C -2.591 0.272 1.403
O -1.465 0.940 0.966
B -0.621 -0.040 0.422
O -1.247 -1.293 0.510
C -2.461 -1.068 1.129
C -3.435 -1.989 1.446
H -6.771 -3.060 4.267
H -6.300 -1.362 4.266
H -5.080 -2.610 4.524
H -6.290 -4.532 2.390
H -4.563 -4.283 2.625
H -5.290 -4.040 1.028
H -7.842 -2.688 1.970
H -6.865 -2.075 0.629
H -7.308 -1.008 1.962
H -5.602 0.217 2.830
H -3.825 1.826 2.232
H -3.292 -3.033 1.212
```